Arrangement A

Molecular formula: N2
Method: DFT, the ωB97M-V functional and the def2-TZVPD basis

```
2
N2, DFT the ωB97M-V functional and the def2-TZVPD basis
N 0.00000 0.00000 0.54468
N 0.00000 0.00000 -0.54468
```

Properties
* Kohn-Sham gap: 0.6195 Ha
* net charge: 0
* E_HOMO: -14.818 eV
* SMILES: N#N

Arrangement B

Molecular formula: N2
Method: DFT, the ωB97M-V functional and the def2-TZVPD basis

```
2
N2, DFT the ωB97M-V functional and the def2-TZVPD basis
N 0.00000 0.00000 0.65069
N 0.00000 0.00000 -0.65069
```

Properties
* Kohn-Sham gap: 0.5091 Ha
* net charge: 0
* E_HOMO: -14.012 eV
* SMILES: N#N

Relative energy table, unit hartree: arrangement A 0.0000; arrangement B 0.0831

Arrangement A

Molecular formula: C9H6NO4
Method: DFT, the ωB97M-V functional and the def2-TZVPD basis

```
20
C9H6NO4, DFT the ωB97M-V functional and the def2-TZVPD basis
O -6.20484 -1.38904 0.70409
C -5.16967 -0.80842 0.51644
O -4.19851 -0.36546 1.24310
C -4.03030 -0.24133 -0.24205
O -4.16664 0.99032 -0.76565
C -2.72891 1.59751 -0.76655
O -2.38174 2.48554 -1.45704
N -2.14885 0.90794 0.21452
C -0.81114 0.62338 0.29108
C -0.21092 0.28409 1.54503
C 0.98179 -0.37516 1.59251
C 1.73411 -0.61597 0.43269
C 1.22234 0.00528 -0.75051
C 0.00198 0.57640 -0.83401
H -3.21521 -0.84011 -0.64352
H -0.80326 0.40788 2.53415
H 1.44604 -0.61056 2.53394
H 2.72547 -1.22301 0.30468
H 1.90326 0.04335 -1.61626
H -0.53076 0.70399 -1.76545
```

Properties
* Kohn-Sham gap: 0.2773 Ha
* net charge: -1
* E_HOMO: -3.942 eV
* SMILES: O=C1O[C@@H]1O/C([O-])=N/c1ccccc1

Arrangement B

Molecular formula: C9H6NO4
Method: DFT, the ωB97M-V functional and the def2-TZVPD basis

```
20
C9H6NO4, DFT the ωB97M-V functional and the def2-TZVPD basis
C 1.29017 1.54603 -0.74657
C 0.48724 -1.37243 1.26720
C -0.31232 -0.40283 -1.34456
C 2.09997 1.77948 0.30709
C 0.56164 0.39118 -0.59790
C 0.97125 -0.15660 0.70263
C -0.51003 -2.05140 0.51310
C -2.37642 1.91472 0.00492
C -0.84641 -1.48225 -0.74434
N 1.85168 0.79810 1.21501
O -2.42614 1.24088 0.91559
O -1.16288 -3.01677 0.99875
O -2.50478 2.60582 -0.90298
O -1.79600 -2.25451 -1.42611
H 1.29039 2.29692 -1.66386
H 0.88345 -1.90736 2.22950
H -0.65382 -0.18237 -2.28137
H 2.87476 2.61457 0.50055
H 2.38381 0.66072 2.01993
H -2.10554 -3.02190 -0.96657
```

Properties
* Kohn-Sham gap: 0.2090 Ha
* net charge: -1
* E_HOMO: -2.414 eV

Relative energy table, unit hartree: arrangement A 0.0617; arrangement B 0.0000

Arrangement A

Molecular formula: C4H11NO3
Method: DFT, the ωB97M-V functional and the def2-TZVPD basis

```
19
C4H11NO3, DFT the ωB97M-V functional and the def2-TZVPD basis
N 0.12179 -1.10665 -1.68891
C 0.53720 -0.78043 -0.33061
C -0.42569 -1.56647 0.56615
O -0.94439 -1.15049 1.56278
C 0.59213 0.71948 0.06414
C 1.81992 1.34793 -0.57282
O 1.67201 1.76027 -1.97331
H -0.83664 -0.83742 -1.87377
H 0.69655 -0.64964 -2.38723
H 1.53326 -1.22274 -0.24420
H -0.53371 -2.61062 0.21095
H 0.65160 0.82560 1.14717
H -0.39950 1.07538 -0.21816
H 2.68241 0.68995 -0.67008
H 2.11388 2.26845 -0.06840
H 0.75869 1.91398 -2.14985
O -3.73432 -0.17471 2.80801
H -3.34458 -0.63834 3.52823
H -2.96061 0.13648 2.28992
```

Properties
* Kohn-Sham gap: 0.3820 Ha
* net charge: 0
* E_HOMO: -9.814 eV
* SMILES: N[C@H](C=O)CCO.O

Arrangement B

Molecular formula: C4H11NO3
Method: DFT, the ωB97M-V functional and the def2-TZVPD basis

```
19
C4H11NO3, DFT the ωB97M-V functional and the def2-TZVPD basis
C 2.69823 -0.61152 -0.29881
C 1.76361 0.44314 0.14221
N 0.53265 0.46808 -0.63605
O -0.46423 1.36302 -0.44264
H 2.40514 -1.57551 0.13017
H 2.76039 -0.85456 -1.28500
H 3.66481 -0.37473 0.10795
H 1.55538 0.32591 1.11792
H 2.22468 1.40095 -0.06880
H 0.84839 0.59298 -1.58269
H 0.01477 -0.54244 -0.63408
C -2.20103 -0.03397 1.30863
C -2.14717 -0.46383 -0.16440
O -1.31495 -1.25905 -0.55173
O -2.88915 0.20409 -1.04267
H -2.99347 0.64945 1.48478
H -2.34946 -1.14456 1.70625
H -1.17668 0.28076 1.50780
H -2.93192 1.13178 -0.79885
```

Properties
* Kohn-Sham gap: 0.3454 Ha
* net charge: 0
* E_HOMO: -8.554 eV
* SMILES: CC[NH2+][O-].CC(=O)O

Relative energy table, unit hartree: arrangement A 0.0000; arrangement B 0.0801

Arrangement A

Molecular formula: C4H11NO3
Method: DFT, the ωB97M-V functional and the def2-TZVPD basis

```
19
C4H11NO3, DFT the ωB97M-V functional and the def2-TZVPD basis
C 0.40807 0.20223 -1.23800
C -0.64875 0.87317 -0.53628
C 0.05161 1.76085 1.70228
C 0.23567 1.76766 0.20527
O 0.70493 2.76644 -0.30301
O 0.29429 -0.98185 1.48659
N -1.58902 0.13469 -0.06764
H 0.93483 0.75302 -2.00979
H 2.06887 -2.73754 -0.77201
H 0.66125 -0.81353 -0.92177
H 1.52957 -3.23613 -0.66275
H 0.90814 2.40458 1.90899
H -0.84808 2.33829 1.92499
H -0.10833 0.67860 1.83178
H -1.13417 -0.41483 0.77748
H -1.66657 -0.60300 -0.77253
H -0.83121 -1.97572 -2.69766
H 0.07744 -1.61009 2.18480
O -1.04854 -1.30684 -2.04075
```

Properties
* Kohn-Sham gap: 0.2209 Ha
* net charge: 0
* E_HOMO: -9.407 eV

Arrangement B

Molecular formula: C4H11NO3
Method: DFT, the ωB97M-V functional and the def2-TZVPD basis

```
19
C4H11NO3, DFT the ωB97M-V functional and the def2-TZVPD basis
C -1.59350 1.30978 0.19187
C -1.11991 0.63228 -1.06223
O -1.86886 0.31013 -1.97363
N 0.21112 0.35240 -1.15929
C 1.25091 0.64996 -0.19594
C 1.62998 -0.59348 0.61651
O 2.93507 -0.37166 1.18540
H -1.50310 0.63049 1.03415
H -1.02192 2.22627 0.37192
H -2.57997 1.73011 0.00156
H 0.50368 -0.08723 -2.01779
H 2.12801 1.03743 -0.70153
H 0.90557 1.39513 0.50848
H 1.71037 -1.42529 -0.08621
H 0.86405 -0.79388 1.36039
H 2.97628 -0.83207 2.02681
O -1.47462 -2.07249 0.17281
H -1.58837 -1.80209 -0.75628
H -2.36478 -2.29578 0.48300
```

Properties
* Kohn-Sham gap: 0.3818 Ha
* net charge: 0
* E_HOMO: -9.670 eV
* SMILES: CC(=O)NCCO.O

Relative energy table, unit hartree: arrangement A 0.3668; arrangement B 0.0000

Arrangement A

Molecular formula: C4H11NO3
Method: DFT, the ωB97M-V functional and the def2-TZVPD basis

```
19
C4H11NO3, DFT the ωB97M-V functional and the def2-TZVPD basis
C 0.19694 0.01698 1.55595
C 0.76382 -1.15725 0.73647
C -0.02849 -1.24254 -0.56049
N -0.48886 0.05856 -1.08319
C -1.54881 0.63842 -0.40731
O -1.84976 1.78085 -0.70455
O -2.41592 -0.23497 0.20944
H -0.86025 0.09214 1.83092
H 0.43665 -0.07178 2.61678
H 0.62729 0.98255 1.16358
H 1.80732 -1.10514 0.69308
H 0.83871 -2.16255 1.17263
H -0.77862 -2.06219 -0.54044
H 0.75930 -1.64631 -1.31110
H 0.16653 0.73155 -1.40110
H -1.96609 -1.11342 0.49276
O 1.67880 1.92042 -1.71301
H 0.68232 2.20131 -1.74696
H 1.97909 2.37340 -1.00348
```

Properties
* Kohn-Sham gap: 0.3844 Ha
* net charge: 0
* E_HOMO: -9.940 eV
* SMILES: CCCNC(=O)O.O

Arrangement B

Molecular formula: C4H11NO3
Method: DFT, the ωB97M-V functional and the def2-TZVPD basis

```
19
C4H11NO3, DFT the ωB97M-V functional and the def2-TZVPD basis
C 1.04191 -1.57240 -1.70675
C 1.13524 -0.07494 -1.25452
C 0.29322 0.46045 -0.07194
N -0.96007 1.24384 -0.38018
C -0.00019 -0.74637 0.79695
O -0.97995 -1.42183 0.94587
O 1.09092 -0.98388 1.59680
H 0.10060 -2.06667 -1.26244
H 1.89602 -2.10234 -1.35042
H 1.05618 -1.49898 -2.77008
H 0.64292 0.54158 -2.05451
H 2.22701 0.17288 -1.23620
H 0.85308 1.14034 0.61630
H -1.62240 0.72454 -0.93335
H -1.10859 1.62230 0.54889
H 1.05928 -1.83762 2.04292
O -2.01546 2.40445 2.20742
H -1.90919 1.53744 2.60720
H -2.80053 2.45719 1.65806
```

Properties
* Kohn-Sham gap: 0.3693 Ha
* net charge: 0
* E_HOMO: -9.403 eV
* SMILES: CC[C@@H](N)C(=O)O.O

Arrangement C

Molecular formula: C4H11NO3
Method: DFT, the ωB97M-V functional and the def2-TZVPD basis

```
19
C4H11NO3, DFT the ωB97M-V functional and the def2-TZVPD basis
C -0.54567 1.25510 0.24750
C 0.49511 0.65546 -0.55143
C 1.69467 1.13210 -0.03104
N 1.39004 1.92941 1.05727
C 0.00453 1.85028 1.36379
H -1.59178 1.11961 0.05814
H 0.35292 0.33779 -1.55724
H 2.71439 1.07869 -0.39842
H 2.20580 2.00313 1.71618
H -0.49932 2.18534 2.13792
O -2.74851 -1.64805 -0.70184
H -2.57918 -1.42861 0.17866
H -2.18844 -1.09011 -1.24694
O 0.27705 -1.85847 2.41938
H 0.72041 -1.02576 2.77099
H 0.24176 -1.66212 1.48478
O -0.14997 -1.68826 -3.21125
H -0.17360 -0.81410 -2.98389
H 0.37980 -2.33142 -2.75254
```

Properties
* Kohn-Sham gap: 0.3503 Ha
* net charge: 0
* E_HOMO: -9.085 eV
* SMILES: c1cc[nH]c1.O.O.O

Relative energy table, unit hartree: arrangement A 0.0249; arrangement B 0.0000; arrangement C 0.0377

Arrangement A

Molecular formula: C4H11NO3
Method: DFT, the ωB97M-V functional and the def2-TZVPD basis

```
19
C4H11NO3, DFT the ωB97M-V functional and the def2-TZVPD basis
C 1.60654 0.50631 0.13119
O 2.55947 1.14818 0.96661
C 0.20130 0.74816 0.70930
C -0.93576 0.71237 -0.72861
C -1.08232 -0.29869 0.25003
N -2.17396 -0.12019 1.17786
O -0.70978 -1.49760 0.07205
H 1.80236 -0.56338 0.04527
H 1.71367 0.99136 -0.83218
H 2.61922 0.66818 1.79691
H 0.07876 1.82400 0.87657
H 0.25823 0.35375 1.71473
H -0.45708 0.41294 -1.64391
H -1.54129 1.61028 -0.68113
H -2.20125 -1.00560 1.67577
H -3.04169 -0.11177 0.62643
H 0.60794 -2.30181 -2.64997
H 0.08761 -1.61855 -1.33468
O 0.60804 -1.45796 -2.17224
```

Properties
* Kohn-Sham gap: 0.3462 Ha
* net charge: 0
* E_HOMO: -9.299 eV

Arrangement B

Molecular formula: C4H11NO3
Method: DFT, the ωB97M-V functional and the def2-TZVPD basis

```
19
C4H11NO3, DFT the ωB97M-V functional and the def2-TZVPD basis
C 0.29813 -0.79108 1.97258
C 0.61865 0.43630 1.09744
C 0.65136 0.22603 -0.42583
N 1.99380 -0.21258 -0.90202
C -0.46647 -0.60577 -0.91644
O -1.66251 -0.42728 -0.80623
O -0.14584 -1.75470 -1.57545
H 0.99859 -1.60470 1.78715
H -0.77294 -0.97190 1.92050
H 0.52122 -0.42433 2.93765
H 1.60392 0.79206 1.38517
H -0.02530 1.30354 1.34627
H 0.64871 1.15164 -1.03565
H 2.67721 0.49262 -0.89062
H 2.22332 -1.13179 -0.59979
H -0.96477 -2.24114 -1.78950
O -3.12171 2.00450 -1.03999
H -2.78452 1.25322 -1.57621
H -2.29087 2.50535 -0.88903
```

Properties
* Kohn-Sham gap: 0.3712 Ha
* net charge: 0
* E_HOMO: -9.490 eV
* SMILES: CC[C@@H](N)C(=O)O.O

Relative energy table, unit hartree: arrangement A 0.0947; arrangement B 0.0000